i:
Density functional theory data (ωB97M-V/def2-TZVPD) for a 2-piece molecular cluster, C3H6IN overall.

The geometry in ORCA input format:
```
! RIJCOSX wB97M-V def2-TZVPD def2/J DEFGRID3
* xyz 0 1
H -0.940 -0.923 1.008
C 0.785 -0.388 0.001
H -0.993 -0.985 -0.855
H -0.621 2.334 -0.751
H -1.581 0.808 -0.341
H -0.688 1.746 0.917
C -0.836 1.558 -0.099
N 1.944 -0.869 0.044
H -0.345 -2.225 0.016
C -0.435 -1.176 0.058
I 3.710 0.121 0.000
*
```

gap between HOMO and LUMO (alpha / beta) = 7.80 / 7.98 eV



ii:
Density functional theory data (ωB97M-V/def2-TZVPD) for one molecule with the formula C3H6IN.

The geometry in ORCA input format:
```
! RIJCOSX wB97M-V def2-TZVPD def2/J DEFGRID3
* xyz 0 1
H 0.483 1.956 1.210
H -0.238 -1.914 -1.409
H -1.184 1.498 1.168
N -0.572 0.096 -0.849
H -0.122 1.041 2.525
C -0.213 1.258 1.488
H 1.143 -0.845 -1.652
I 1.251 -1.542 1.318
H -0.463 -0.693 -2.815
C 0.022 0.052 0.705
C -0.108 -0.907 -1.690
*
```

structure (SMILES) = C/N=C(/C)I
gap between HOMO and LUMO (alpha / beta) = 9.07 / 8.30 eV



Which of them is most stable, and which least? Most stable: ii; least stable: i.



i:
Density functional theory data (ωB97M-V/def2-TZVPD) for one molecule with the formula C6H14N2O2S.

The geometry in ORCA input format:
```
! RIJCOSX wB97M-V def2-TZVPD def2/J DEFGRID3
* xyz 0 1
S -2.520 0.031 -0.201
C 1.632 -1.227 -0.412
H 2.169 2.195 -0.741
O -2.682 1.487 0.531
C 0.712 1.254 0.485
C -0.147 -0.011 0.654
H 0.851 -1.370 -1.326
H 3.103 0.387 0.194
H -2.206 1.470 1.406
C 2.457 0.081 -0.614
N -3.390 -0.342 -1.538
N -1.057 -0.295 -0.412
C 0.664 -1.324 0.733
H 1.232 -1.427 1.651
H -0.664 0.024 1.596
C 1.608 1.346 -0.733
O -3.205 -0.924 1.007
H 1.300 1.295 1.439
H 2.414 -1.899 -0.593
H 0.053 -2.252 0.588
H 3.193 0.066 -1.354
H -4.109 -1.235 0.733
H -2.619 -0.684 -2.141
H 0.118 2.039 0.670
H 1.097 1.315 -1.622
*
```

structure (SMILES) = N=S(O)(O)=NC1CCCCC1
gap between HOMO and LUMO = 9.28 eV



ii:
Density functional theory data (ωB97M-V/def2-TZVPD) for a 2-piece molecular cluster, C6H14N2O2S overall.

The geometry in ORCA input format:
```
! RIJCOSX wB97M-V def2-TZVPD def2/J DEFGRID3
* xyz 0 1
N 0.943 -0.281 0.744
H 1.841 0.527 -3.955
H 0.224 1.198 -4.410
H -2.003 -0.462 -0.093
H -0.200 2.122 1.972
H 0.260 0.332 3.682
N 2.074 -0.096 1.051
H -2.161 -1.009 1.507
C -0.870 1.483 1.355
C -0.322 0.011 1.449
C -0.140 -0.503 2.934
H -0.939 1.676 0.348
C 0.799 -0.886 -1.585
H -0.826 -1.769 0.520
H 0.499 -1.405 2.744
O 2.728 0.193 2.042
H -1.839 1.649 1.652
H 1.856 -1.111 -1.829
C -1.446 -0.819 0.798
O -1.108 0.793 -2.117
H -1.032 -0.821 3.428
H 0.033 -1.521 -1.628
S 0.367 0.745 -2.196
H 0.459 -0.534 -4.428
C 0.803 0.488 -3.982
*
```

gap between HOMO and LUMO (alpha / beta) = 7.03 / 9.07 eV



iii:
Density functional theory data (ωB97M-V/def2-TZVPD) for a 2-piece molecular cluster, C6H14N2O2S overall.

The geometry in ORCA input format:
```
! RIJCOSX wB97M-V def2-TZVPD def2/J DEFGRID3
* xyz 0 1
H 1.505 -1.714 1.441
C 2.311 -0.357 -0.033
C 1.137 -0.997 0.703
H 0.607 2.459 -1.077
H 2.649 1.120 -1.565
C 1.805 0.662 -1.048
H -2.947 -2.695 -0.555
N -1.146 0.659 -0.495
H -3.279 -0.155 -1.854
C -0.177 1.156 0.443
C 0.303 0.067 1.408
H -1.536 -2.331 -1.097
H 2.957 0.148 0.689
N -3.623 -0.079 -0.911
H 1.640 2.292 0.349
O -2.905 0.511 1.412
H 2.904 -1.126 -0.535
H 0.899 0.541 2.191
H -0.568 -0.397 1.877
O -2.065 -2.408 -0.296
H -0.636 1.958 1.041
S -2.518 0.304 0.053
C 0.995 1.748 -0.346
H 0.507 -1.535 -0.005
H 1.179 0.168 -1.790
*
```

structure (SMILES) = N=S(=O)=NC1CCCCC1.O
gap between HOMO and LUMO = 10.06 eV



Which of them is most stable, and which least? Most stable: iii; least stable: ii.



i:
Density functional theory data (ωB97M-V/def2-TZVPD) for one molecule with the formula C2H5OP.

The geometry in ORCA input format:
```
! RIJCOSX wB97M-V def2-TZVPD def2/J DEFGRID3
* xyz 0 1
H 0.276 1.671 -0.969
H -0.161 1.326 0.726
O -1.270 -1.029 0.786
H -2.022 -0.785 1.324
P -0.845 -0.596 -0.696
C 0.096 0.908 -0.234
H 1.505 -0.380 -1.218
H 1.482 -0.748 0.558
C 0.939 -0.366 -0.279
*
```

structure (SMILES) = OP1CC1
gap between HOMO and LUMO = 9.98 eV



ii:
Density functional theory data (ωB97M-V/def2-TZVPD) for a 2-piece molecular cluster, C2H5OP overall.

The geometry in ORCA input format:
```
! RIJCOSX wB97M-V def2-TZVPD def2/J DEFGRID3
* xyz 0 1
C -0.556 -0.560 -0.667
H -1.497 -0.632 1.374
H 2.305 0.221 0.272
H -0.176 0.653 1.213
C -0.507 -0.213 0.819
O -0.188 0.367 -1.607
H 0.698 0.697 -1.508
H -1.436 -1.147 -0.888
P 0.774 -1.474 0.358
*
```

gap between HOMO and LUMO = 8.17 eV



Which of them is most stable, and which least? Most stable: i; least stable: ii.



i:
Density functional theory data (ωB97M-V/def2-TZVPD) for an isolated ion of composition C2NO4 and charge -1.

The geometry in ORCA input format:
```
! RIJCOSX wB97M-V def2-TZVPD def2/J DEFGRID3
* xyz -1 1
O 0.771 -1.109 -0.081
C -1.015 0.109 -0.023
C 1.070 0.286 0.007
O 2.261 0.507 0.064
N -0.030 0.993 -0.044
O -0.611 -1.196 0.077
O -2.447 0.411 -0.002
*
```

structure (SMILES) = O=c1nc([O-])oo1
gap between HOMO and LUMO = 9.27 eV



ii:
Density functional theory data (ωB97M-V/def2-TZVPD) for a 2-piece molecular cluster, C2NO4 overall.

The geometry in ORCA input format:
```
! RIJCOSX wB97M-V def2-TZVPD def2/J DEFGRID3
* xyz -1 1
O 2.047 0.154 -0.862
O -1.711 0.213 -0.265
O -1.583 1.552 -0.185
O -0.616 -1.759 -0.106
C -0.812 -0.601 -0.146
C 1.547 0.167 0.233
N 1.129 0.274 1.331
*
```

gap between HOMO and LUMO (alpha / beta) = 7.80 / 7.80 eV



Which of them is most stable, and which least? Most stable: i; least stable: ii.



i:
Density functional theory data (ωB97M-V/def2-TZVPD) for one molecule with the formula C3H2ClNOS.

The geometry in ORCA input format:
```
! RIJCOSX wB97M-V def2-TZVPD def2/J DEFGRID3
* xyz 0 1
O 0.492 0.879 -0.001
C -1.301 -0.365 0.024
C -0.897 0.916 0.018
C 0.791 -0.426 -0.002
N -0.252 -1.244 -0.001
H -1.367 1.885 -0.024
Cl -2.929 -0.910 0.001
H 2.998 0.239 -0.024
S 2.466 -0.974 0.008
*
```

structure (SMILES) = Sc1nc(Cl)co1
gap between HOMO and LUMO = 9.54 eV



ii:
Density functional theory data (ωB97M-V/def2-TZVPD) for one molecule with the formula C3H2ClNOS.

The geometry in ORCA input format:
```
! RIJCOSX wB97M-V def2-TZVPD def2/J DEFGRID3
* xyz 0 1
N -0.533 2.074 -0.246
S 2.054 -0.720 0.055
C 0.692 0.162 0.049
Cl -1.441 -1.416 -0.250
H -2.369 1.533 0.485
H -0.542 -0.314 1.671
C -1.320 1.235 0.316
C -0.669 -0.072 0.592
O 0.758 1.487 -0.351
*
```

structure (SMILES) = S=C1ON=C[C@H]1Cl
gap between HOMO and LUMO = 8.62 eV



Which of them is most stable, and which least? Most stable: i; least stable: ii.



i:
Density functional theory data (ωB97M-V/def2-TZVPD) for an isolated ion of composition H3N4O2 and charge -1.

The geometry in ORCA input format:
```
! RIJCOSX wB97M-V def2-TZVPD def2/J DEFGRID3
* xyz -1 1
N 0.756 -1.021 -1.209
N 0.802 -2.241 -0.931
N -0.062 0.587 0.262
H 0.761 1.290 0.163
N -0.376 -0.215 -0.951
O -0.256 -2.774 -0.426
H 0.256 -0.120 1.022
H -1.153 -0.998 -0.425
O 1.730 -2.965 -1.276
*
```

structure (SMILES) = NNN=[N+]([O-])[O-]
gap between HOMO and LUMO = 8.62 eV



ii:
Density functional theory data (ωB97M-V/def2-TZVPD) for a 2-piece molecular cluster, H3N4O2 overall.

The geometry in ORCA input format:
```
! RIJCOSX wB97M-V def2-TZVPD def2/J DEFGRID3
* xyz -1 1
O -2.434 -0.020 -0.820
O -1.352 -1.039 0.766
H 1.840 0.404 -1.192
H 1.406 -1.009 -0.518
N 0.354 0.908 0.777
N 1.994 -0.188 -0.381
N -1.496 -0.092 -0.025
H 0.316 0.104 1.428
N -0.628 0.932 -0.035
*
```

gap between HOMO and LUMO (alpha / beta) = 9.07 / 6.89 eV



Which of them is most stable, and which least? Most stable: i; least stable: ii.